This record from the OMol25 dataset describes a molecular structure, C12CsF36Li2N6O24S12 at a distorted geometry. The level of theory is ωB97M-V/def2-TZVPD.

```
93
C12CsF36Li2N6O24S12 (ωB97M-V/def2-TZVPD)
Li -6.333 -13.726 -1.759
Li -11.209 -15.004 2.282
Cs -10.714 -17.472 -3.553
C -7.356 -15.209 0.105
F -6.396 -15.548 -0.784
F -7.649 -16.229 0.873
F -6.920 -14.163 0.759
S -8.889 -14.756 -0.826
O -9.348 -15.904 -1.538
O -9.703 -14.308 0.264
N -8.281 -13.634 -1.861
S -9.538 -13.005 -2.651
O -10.313 -13.973 -3.399
O -10.351 -12.168 -1.829
C -8.743 -11.903 -3.900
F -7.924 -11.072 -3.255
F -8.061 -12.620 -4.764
F -9.704 -11.236 -4.492
C -10.390 -14.522 -8.186
F -10.815 -14.931 -6.967
F -9.276 -13.836 -8.029
F -10.194 -15.616 -8.931
S -11.793 -13.537 -8.888
O -12.803 -14.539 -9.147
O -12.080 -12.545 -7.911
N -11.111 -13.111 -10.293
S -11.974 -11.908 -10.898
O -13.360 -12.227 -11.125
O -11.644 -10.654 -10.301
C -11.186 -11.751 -12.577
F -11.003 -12.935 -13.185
F -11.998 -11.028 -13.357
F -10.021 -11.118 -12.489
C -4.433 -17.500 2.668
F -4.624 -18.032 1.444
F -5.654 -17.363 3.208
F -3.703 -18.344 3.383
S -3.636 -15.826 2.414
O -2.879 -15.937 1.225
O -4.758 -14.933 2.335
N -2.921 -15.626 3.851
S -1.422 -15.075 3.791
O -0.880 -15.099 5.123
O -0.542 -15.522 2.750
C -1.685 -13.281 3.440
F -2.089 -13.127 2.177
F -2.642 -12.792 4.238
F -0.565 -12.588 3.637
C -3.486 -6.196 -8.512
F -2.304 -6.816 -8.333
F -3.569 -5.271 -7.533
F -3.495 -5.563 -9.678
S -4.876 -7.408 -8.423
O -6.028 -6.562 -8.402
O -4.744 -8.228 -9.579
N -4.540 -8.044 -6.982
S -5.460 -9.333 -6.758
O -6.801 -8.985 -6.368
O -5.313 -10.356 -7.749
C -4.763 -10.053 -5.212
F -5.456 -11.133 -4.879
F -3.473 -10.388 -5.325
F -4.868 -9.171 -4.203
C -5.692 -15.793 -4.050
F -6.893 -15.197 -4.050
F -5.635 -16.545 -2.936
F -5.616 -16.599 -5.091
S -4.311 -14.565 -4.060
O -3.134 -15.348 -3.998
O -4.545 -13.867 -5.278
N -4.657 -13.641 -2.702
S -3.217 -13.037 -2.272
O -2.371 -13.969 -1.596
O -2.605 -12.228 -3.273
C -3.785 -11.945 -0.883
F -4.845 -12.518 -0.251
F -2.810 -11.770 -0.001
F -4.152 -10.753 -1.366
C -8.772 -15.339 4.045
F -7.860 -14.706 4.738
F -9.117 -14.527 3.012
F -8.321 -16.496 3.602
S -10.258 -15.662 5.164
O -10.388 -17.076 5.305
O -10.082 -14.850 6.299
N -11.481 -15.106 4.127
S -12.855 -15.246 4.959
O -13.389 -16.570 4.836
O -12.929 -14.642 6.247
C -13.952 -14.126 3.981
F -13.589 -12.866 3.989
F -14.038 -14.598 2.707
F -15.184 -14.226 4.485
```

The value obtained for the frontier orbital gap is 5.7 eV. The calculation puts the maximum force at 2.4 eV Å⁻¹. The total energy is -11000.36631 Eh. The value obtained for the highest occupied orbital energy is -0.1241 Eh. Its net charge is -3. As for the molecular weight: 1827.67 g mol⁻¹.

***

This record from the OMol25 dataset describes a molecular structure, C12F36LiN6O24S12 at a distorted geometry. The level of theory is ωB97M-V/def2-TZVPD.

```
91
C12F36LiN6O24S12 (ωB97M-V/def2-TZVPD)
Li -0.178 -1.042 -0.306
C 2.413 0.767 -2.775
F 3.082 1.333 -3.782
F 3.136 -0.226 -2.238
F 2.313 1.650 -1.791
S 0.608 0.271 -3.304
O 0.684 -0.973 -4.016
O -0.092 0.216 -2.037
N 0.092 1.665 -4.219
S -0.018 1.027 -5.648
O 1.268 0.767 -6.322
O -1.102 0.095 -5.844
C -0.792 2.540 -6.650
F -1.318 2.098 -7.796
F -1.745 3.154 -5.957
F 0.111 3.535 -6.882
C 2.983 0.572 2.758
F 2.374 -0.255 3.608
F 2.330 1.733 2.740
F 4.211 0.773 3.229
S 3.109 -0.203 1.069
O 1.788 -0.188 0.418
O 4.068 0.688 0.460
N 3.621 -1.759 1.489
S 5.093 -1.850 1.063
O 5.204 -1.841 -0.393
O 5.996 -1.039 1.857
C 5.422 -3.642 1.588
F 6.750 -3.949 1.577
F 5.105 -3.731 2.890
F 4.747 -4.535 0.891
C -5.280 3.122 -2.801
F -6.376 2.455 -2.380
F -5.330 3.200 -4.121
F -5.259 4.313 -2.240
S -3.681 2.162 -2.218
O -3.564 1.106 -3.187
O -2.642 3.169 -2.187
N -4.095 1.845 -0.625
S -3.698 0.399 -0.273
O -4.492 -0.576 -0.974
O -2.320 -0.025 -0.106
C -4.313 0.306 1.573
F -4.349 -0.942 2.043
F -3.465 1.073 2.274
F -5.515 0.873 1.776
C -2.529 -4.129 -1.001
F -2.473 -3.502 0.145
F -2.312 -5.428 -0.895
F -3.780 -3.984 -1.493
S -1.335 -3.294 -2.226
O -0.999 -4.233 -3.257
O -2.004 -2.124 -2.747
N -0.019 -2.753 -1.206
S 0.847 -3.944 -0.780
O 1.345 -3.829 0.556
O 0.364 -5.281 -1.029
C 2.332 -3.729 -2.006
F 2.914 -2.563 -1.776
F 3.225 -4.724 -1.872
F 1.914 -3.688 -3.275
C -1.122 -0.802 4.437
F -2.233 -0.075 4.421
F -0.076 0.011 4.444
F -1.115 -1.485 5.600
S -1.083 -1.989 2.934
O -2.399 -2.563 2.851
O -0.774 -1.124 1.801
N 0.327 -2.933 3.271
S -0.285 -4.255 3.874
O -1.113 -4.185 5.086
O -0.841 -5.099 2.796
C 1.351 -5.147 4.288
F 2.041 -5.332 3.159
F 2.034 -4.413 5.162
F 1.156 -6.391 4.750
C -0.533 8.195 2.049
F 0.121 9.175 2.679
F -1.591 7.767 2.699
F -0.876 8.609 0.827
S 0.737 6.820 1.767
O 1.498 7.213 0.595
O 1.510 6.671 2.993
N -0.365 5.576 1.432
S 0.413 4.375 0.721
O 0.072 4.316 -0.699
O 1.783 4.223 1.117
C -0.531 2.746 1.304
F -1.831 3.010 1.069
F -0.203 1.693 0.584
F -0.450 2.465 2.617
```

The value obtained for the frontier orbital gap is 7.1 eV. The calculation puts the maximum force at 4.4 eV Å⁻¹. The total energy is -10972.27308 Eh. The value obtained for the highest occupied orbital energy is 0.0344 Eh. Its net charge is -5. As for the molecular weight: 1687.82 g mol⁻¹.

***

This record from the OMol25 dataset describes C12H10 in the gas phase at a distorted geometry. The level of theory is ωB97M-V/def2-TZVPD.

```
22
C12H10 (ωB97M-V/def2-TZVPD)
C 3.512 -0.047 -0.058
C 2.809 -1.097 -0.530
C 1.441 -1.097 -0.492
C 0.713 -0.032 0.068
C -0.743 -0.007 0.003
C -1.522 1.111 -0.483
C -2.773 1.046 -0.521
C -3.661 -0.018 0.007
C -2.888 -1.113 0.500
C -1.433 -1.092 0.486
C 1.409 1.112 0.474
C 2.806 1.126 0.529
H 4.753 -0.090 -0.197
H 3.407 -1.685 -0.796
H 0.934 -1.871 -0.863
H -0.934 2.065 -0.792
H -3.395 2.031 -1.006
H -4.702 0.063 -0.068
H -3.197 -2.014 0.704
H -0.904 -2.073 1.001
H 0.937 1.901 1.078
H 3.433 1.780 0.955
```

The value obtained for the frontier orbital gap is 9.2 eV. The calculation puts the maximum force at 13.3 eV Å⁻¹. The total energy is -463.11234 Eh. The value obtained for the highest occupied orbital energy is -0.3120 Eh. The calculation puts the energy relative to the best compared isomer or geometry (same formula, charge and spin) at 3.729 eV. The SMILES is c1ccc(-c2ccccc2)cc1. As for the molecular weight: 154.21 g mol⁻¹.

***

This record from the OMol25 dataset describes a molecular structure, C12H10BF2IrN3O at a distorted geometry. The level of theory is ωB97M-V/def2-TZVPD.

```
30
C12H10BF2IrN3O (ωB97M-V/def2-TZVPD)
Ir 0.008 -0.251 0.152
O 1.305 3.484 -0.175
C 1.250 2.304 -0.089
N -0.031 1.620 -0.030
C -1.300 2.312 -0.100
C -2.410 1.312 0.024
C -3.739 1.696 0.000
C -4.724 0.723 0.066
C -4.351 -0.610 0.147
C -3.009 -0.929 0.168
N -2.052 0.014 0.123
C 2.391 1.347 0.027
C 3.692 1.797 -0.005
C 4.717 0.856 0.060
C 4.389 -0.486 0.141
C 3.051 -0.863 0.169
N 2.069 0.039 0.127
H -1.377 2.900 -1.022
H -1.319 3.054 0.709
H -3.995 2.744 -0.082
H -5.768 1.003 0.045
H -5.086 -1.401 0.193
H -2.682 -1.958 0.232
H 3.881 2.859 -0.086
H 5.752 1.169 0.037
H 5.152 -1.250 0.185
H 2.765 -1.904 0.239
F -0.045 -2.755 -1.596
B -0.032 -2.319 -0.370
F -0.045 -3.109 0.671
```

The value obtained for the frontier orbital gap (spin up / spin down) is 5.9 / 6.0 eV. The calculation puts the maximum force at 2.5 eV Å⁻¹. The total energy is -1031.14703 Eh. The value obtained for the highest occupied orbital energy (spin up / spin down) is -0.6268 / -0.6276 Eh. The calculation puts the energy relative to the best compared isomer or geometry (same formula, charge and spin) at 2.177 eV. Its net charge is +2. As for the molecular weight: 453.26 g mol⁻¹. The spin multiplicity is 2.

***

This record from the OMol25 dataset describes a molecular structure, C12H10BrCl3EuO2 at a distorted geometry. The level of theory is ωB97M-V/def2-TZVPD.

```
29
C12H10BrCl3EuO2 (ωB97M-V/def2-TZVPD)
C -1.016 -1.190 -2.095
C -1.443 -2.327 -1.356
C -2.530 -1.923 -0.508
H -0.989 -3.315 -1.405
C -2.692 -0.501 -0.665
C -1.772 -0.066 -1.665
H -1.726 0.929 -2.108
H -0.289 -1.193 -2.904
H -3.122 -2.578 0.136
H -3.401 0.133 -0.131
Eu -0.808 -1.258 1.462
Br 1.204 -3.014 0.874
C 2.982 1.316 -0.541
C 1.913 1.940 -1.255
C 1.511 1.074 -2.314
H 1.553 2.956 -1.100
C 2.332 -0.094 -2.251
C 3.240 0.054 -1.156
H 3.894 -0.724 -0.773
H 3.461 1.695 0.358
H 0.627 1.205 -2.946
H 2.332 -0.904 -2.970
Cl -1.269 2.995 4.391
C -0.915 1.289 4.172
Cl 0.220 0.728 5.405
Cl -2.446 0.333 4.252
C -0.368 0.984 2.724
O 0.681 0.250 2.620
O -1.168 1.206 1.752
```

The value obtained for the frontier orbital gap (spin up / spin down) is 3.7 / 3.7 eV. The calculation puts the maximum force at 2.9 eV Å⁻¹. The total energy is -5278.69067 Eh. The value obtained for the highest occupied orbital energy (spin up / spin down) is 0.0117 / 0.0117 Eh. The calculation puts the energy relative to the best compared isomer or geometry (same formula, charge and spin) at 1.200 eV. Its net charge is -2. As for the molecular weight: 524.44 g mol⁻¹. The spin multiplicity is 8.

***

This record from the OMol25 dataset describes a molecular structure, C12H10BrF3O2V at a distorted geometry. The level of theory is ωB97M-V/def2-TZVPD.

```
29
C12H10BrF3O2V (ωB97M-V/def2-TZVPD)
C 0.995 1.055 -1.605
C 1.875 -0.067 -1.753
C 1.068 -1.237 -1.928
H 2.961 -0.044 -1.664
C -0.292 -0.840 -1.931
C -0.344 0.554 -1.722
H -1.238 1.154 -1.828
H 1.309 2.095 -1.521
H 1.462 -2.247 -1.963
H -1.128 -1.510 -2.064
V 0.560 -0.303 -0.139
Br -0.984 -0.102 1.888
C -2.275 2.215 1.278
C -2.618 2.429 -0.085
C -1.573 3.182 -0.690
H -3.568 2.162 -0.522
C -0.548 3.406 0.283
C -0.967 2.827 1.503
H -0.444 2.869 2.453
H -2.923 1.755 2.013
H -1.588 3.593 -1.687
H 0.323 4.034 0.160
F 0.546 -5.265 2.008
C 1.574 -4.382 1.959
F 1.915 -4.035 3.230
F 2.660 -5.050 1.425
C 1.177 -3.077 1.137
O 0.137 -3.107 0.429
O 1.928 -2.063 1.336
```

The value obtained for the frontier orbital gap (spin up / spin down) is 4.7 / 4.3 eV. The calculation puts the maximum force at 9.1 eV Å⁻¹. The total energy is -4431.34970 Eh. The value obtained for the highest occupied orbital energy (spin up / spin down) is -0.1129 / -0.1006 Eh. The calculation puts the energy relative to the best compared isomer or geometry (same formula, charge and spin) at 1.906 eV. Its net charge is -1. As for the molecular weight: 374.05 g mol⁻¹. The spin multiplicity is 3.

***

This record from the OMol25 dataset describes a molecular structure, C12H10BrMnN2O4 at a distorted geometry. The level of theory is ωB97M-V/def2-TZVPD.

```
30
C12H10BrMnN2O4 (ωB97M-V/def2-TZVPD)
Mn 4.838 -4.657 8.062
Br 5.016 -2.329 8.766
C 10.378 -1.539 5.524
C 9.386 -1.419 6.501
C 8.366 -2.356 6.549
C 8.363 -3.432 5.681
C 9.289 -3.511 4.666
C 10.346 -2.626 4.620
N 7.317 -4.430 5.864
O 6.875 -4.635 7.007
O 6.951 -5.048 4.900
H 11.168 -0.806 5.450
H 9.491 -0.684 7.286
H 7.616 -2.281 7.326
H 9.218 -4.308 3.933
H 11.083 -2.655 3.833
C 7.549 0.498 11.875
C 8.660 1.101 12.440
C 9.917 0.993 11.847
C 9.987 0.297 10.647
C 8.911 -0.335 10.084
C 7.661 -0.228 10.708
N 11.285 0.263 9.937
O 12.306 0.262 10.573
O 11.218 0.260 8.724
H 6.571 0.571 12.336
H 8.590 1.698 13.339
H 10.792 1.452 12.280
H 8.836 -0.755 9.089
H 6.825 -0.739 10.257
```

The value obtained for the frontier orbital gap (spin up / spin down) is 5.8 / 5.7 eV. The calculation puts the maximum force at 2.2 eV Å⁻¹. The total energy is -4598.32089 Eh. The value obtained for the highest occupied orbital energy (spin up / spin down) is -0.4475 / -0.4475 Eh. The calculation puts the energy relative to the best compared isomer or geometry (same formula, charge and spin) at 0.000 eV. Its net charge is +1. As for the molecular weight: 381.06 g mol⁻¹. The spin multiplicity is 6.

***

This record from the OMol25 dataset describes a molecular structure, C12H10BrN3Ti at a distorted geometry. The level of theory is ωB97M-V/def2-TZVPD.

```
27
C12H10BrN3Ti (ωB97M-V/def2-TZVPD)
C -1.446 -0.692 -0.616
C -1.428 -1.239 0.714
C -1.876 -0.207 1.605
H -1.184 -2.265 0.974
C -2.103 0.977 0.847
C -1.844 0.691 -0.534
H -2.097 1.322 -1.388
H -1.264 -1.244 -1.532
H -2.166 -0.336 2.646
H -2.503 1.913 1.228
Ti 0.153 0.209 0.537
Br 1.683 -1.577 0.303
C 2.093 0.648 -2.199
C 1.095 1.452 -2.801
C 0.121 0.584 -3.378
H 1.099 2.533 -2.878
C 0.520 -0.754 -3.127
C 1.766 -0.720 -2.446
H 2.372 -1.592 -2.231
H 2.972 1.003 -1.674
H -0.721 0.890 -3.988
H 0.014 -1.654 -3.459
N 0.548 0.357 2.438
C 0.934 0.095 3.534
N 1.451 -0.284 4.606
C 1.018 -0.118 5.836
N 0.791 0.011 6.982
```

The value obtained for the frontier orbital gap (spin up / spin down) is 4.8 / 5.2 eV. The calculation puts the maximum force at 5.1 eV Å⁻¹. The total energy is -4050.99784 Eh. The value obtained for the highest occupied orbital energy (spin up / spin down) is 0.0180 / 0.0000 Eh. The calculation puts the energy relative to the best compared isomer or geometry (same formula, charge and spin) at 0.337 eV. Its net charge is -2. As for the molecular weight: 324.00 g mol⁻¹. The spin multiplicity is 3.

***

Q: Which of these has the highest molecular weight?
A: C12CsF36Li2N6O24S12